The following is a quantum chemistry calculation of a cluster of 2 separate species, C5H10O2 in total, from OMol25.

Atoms and positions in Å:
O: -1.842212 0.687593 -1.591941
O: 1.889216 0.270290 0.937643
C: -1.778455 1.018566 -0.430000
C: -0.784735 2.001431 0.113534
C: 0.491745 -1.576677 0.467266
C: -0.540838 -1.986307 -0.262110
C: 1.596244 -0.707754 -0.051247
H: 2.487928 -1.324487 -0.247633
H: -2.469137 0.575035 0.319296
H: -1.301720 2.798704 0.658797
H: 1.289452 -0.248374 -1.003431
H: 2.645833 0.784454 0.630832
H: -0.201403 2.423708 -0.708016
H: -1.299538 -2.648031 0.146188
H: -0.672909 -1.673052 -1.294864
H: -0.107619 1.490335 0.809870
H: 0.598153 -1.885442 1.505821

Forces on atoms 1 to 3 (eV/Å):
O -0.029 0.164 0.458
O 0.248 0.211 -0.031
C 0.059 -0.088 -0.250

As for the multiplicity: 1. The HOMO energy comes out at -9.735 eV. The HOMO-LUMO gap is 10.6 eV.

The following is a quantum chemistry calculation of a structure of composition C5H10O2 in a non-equilibrium geometry, from OMol25.

Atoms and positions in Å:
O: -1.356395 0.442284 0.640379
O: 0.514786 0.859404 -0.986268
C: 1.704686 -0.250257 0.790671
C: -0.195159 1.419255 0.117939
C: 0.979805 -0.390588 -0.544101
C: -1.558898 -0.673802 -0.127248
C: -0.264221 -1.445684 -0.172508
H: 0.163372 -1.780271 0.838651
H: 0.527594 1.406117 1.117518
H: 1.893253 -1.330945 1.264352
H: -0.406604 -2.004267 -1.064915
H: 0.981849 0.223404 1.432459
H: -1.943396 -0.202912 -1.047467
H: -0.579244 2.704605 -0.094160
H: 2.716032 0.383732 0.362212
H: 1.664147 -0.933202 -1.069122
H: -2.281409 -0.833311 0.639066

Forces on atoms 1 to 3 (eV/Å):
O 4.350 6.864 0.783
O -1.133 0.905 0.834
C 3.193 -1.113 -1.207

As for the multiplicity: 1. The HOMO energy comes out at -9.414 eV. The HOMO-LUMO gap is 10.4 eV.

The following is a quantum chemistry calculation of an isolated molecule of C5H10O2, from OMol25.

Atoms and positions in Å:
O: -0.631595 -0.706071 -0.795575
O: 0.869485 1.239031 0.131693
C: 1.365234 0.600581 -1.098239
C: -0.514808 -0.646765 0.647031
C: -1.807090 0.038572 1.093636
C: 0.630149 -0.723475 -1.410225
C: 0.826776 -0.086136 1.028098
H: -2.679805 -0.506963 0.719353
H: 0.872973 0.281087 2.053613
H: 1.216931 -1.593663 -1.088915
H: 2.416530 0.424090 -0.876519
H: -1.845449 0.067788 2.185788
H: -0.010050 1.664605 0.008146
H: -1.896023 1.069496 0.718207
H: 0.457497 -0.800016 -2.491137
H: 1.222743 1.344776 -1.883651
H: -0.493500 -1.666939 1.058695

Forces on atoms 1 to 3 (eV/Å):
O 0.003 0.043 0.080
O -0.036 -0.282 -0.165
C 0.088 0.185 -0.285

As for the multiplicity: 1. The HOMO energy comes out at -7.172 eV. The HOMO-LUMO gap is 7.8 eV.

The following is a quantum chemistry calculation of an isolated molecule of C5H10O2, from OMol25.

Atoms and positions in Å:
O: -0.554898 -1.643805 0.003964
O: -0.229302 2.944046 -0.746063
C: 1.168526 1.093209 0.035198
C: -0.002274 1.551620 -0.828995
C: -1.698037 -2.252796 0.620343
C: 1.370093 -0.432269 -0.027637
C: 0.295334 -1.072394 0.819445
H: 2.336531 -0.678762 0.427510
H: -0.909745 0.982213 -0.570090
H: 1.369728 -0.778766 -1.072374
H: -2.575927 -1.644746 0.386787
H: 0.212529 1.345272 -1.883140
H: -1.536898 -2.302326 1.699046
H: -1.813415 -3.247825 0.185733
H: 2.075868 1.612976 -0.290484
H: -0.493007 3.141368 0.161178
H: 0.984894 1.382985 1.079579

Forces on atoms 1 to 3 (eV/Å):
O 0.325 0.187 0.336
O -0.095 0.132 0.245
C 0.016 0.119 0.052

As for the multiplicity: 1. The HOMO energy comes out at -8.555 eV. The HOMO-LUMO gap is 9.4 eV.

The following is a quantum chemistry calculation of an isolated molecule of C5H10O2 in a non-equilibrium geometry, from OMol25.

Atoms and positions in Å:
O: -0.020643 -1.217459 1.317354
O: -1.385979 0.899683 0.965074
C: 1.414737 -1.178618 -0.639184
C: 0.962754 1.016956 0.688562
C: -1.676344 0.714783 -1.165510
C: 0.555764 -0.385671 0.332587
C: -0.432788 0.721746 -0.058659
H: 2.261083 -1.665602 -0.126606
H: 0.517749 -1.211414 2.116362
H: 0.816461 -1.968392 -1.102447
H: 1.911504 1.426967 0.330742
H: -1.826103 1.701816 -1.595757
H: -1.476682 -0.060165 -1.886598
H: 1.831554 -0.542638 -1.426266
H: 0.775081 1.294319 1.736226
H: -1.533989 -0.008931 1.247331
H: -2.694157 0.462619 -0.733211

Forces on atoms 1 to 3 (eV/Å):
O 0.375 -0.370 0.268
O 0.314 0.104 2.508
C -0.227 0.146 -0.118

As for the multiplicity: 1. The HOMO energy comes out at -9.024 eV. The HOMO-LUMO gap is 9.8 eV.

The following is a quantum chemistry calculation of an isolated molecule of C5H10O2, from OMol25.

Atoms and positions in Å:
O: 0.960793 0.329597 2.077237
O: -2.278553 0.035850 -0.329788
C: 0.098904 0.366916 -0.624258
C: 0.929946 1.409731 -0.617892
C: -1.279291 0.489984 -1.229895
C: 0.791993 -0.943185 1.504345
C: 0.501858 -0.965343 -0.026886
H: 1.393211 -1.323553 -0.553730
H: -1.335968 -0.046815 -2.188618
H: -0.286738 -1.706409 -0.198656
H: 1.907333 1.344927 -0.150431
H: 0.647115 2.367926 -1.047401
H: -2.576252 -0.839954 -0.595851
H: 0.004200 -1.501566 2.028315
H: 0.276854 0.906645 1.709159
H: 1.730780 -1.469403 1.689807
H: -1.486187 1.544651 -1.445457

Forces on atoms 1 to 3 (eV/Å):
O -0.164 0.212 -0.027
O -0.194 -0.206 0.043
C 0.148 0.153 -0.049

As for the multiplicity: 1. The HOMO energy comes out at -9.698 eV. The HOMO-LUMO gap is 10.4 eV.

The following is a quantum chemistry calculation of an isolated molecule of C5H10O2, from OMol25.

Atoms and positions in Å:
O: 0.700762 1.084548 -1.737534
O: 0.533393 -1.549373 -0.901975
C: 0.498100 -0.874724 0.347381
C: -2.052569 -0.569655 0.304918
C: 0.397554 1.144850 -0.355089
C: -0.662474 0.113965 0.352408
C: 1.447542 0.323299 0.441378
H: -2.468900 -0.875953 -0.655210
H: 1.319802 -1.280687 -1.394563
H: 0.498432 -1.650419 1.120892
H: 0.256578 2.192396 -0.060138
H: -1.906258 -1.499273 0.881904
H: 1.525240 0.656822 1.482822
H: -0.682469 0.625826 1.323675
H: -2.810170 -0.017212 0.873375
H: 2.442974 0.209502 0.003583
H: 0.962458 1.966094 -2.027825

Forces on atoms 1 to 3 (eV/Å):
O -0.488 0.009 -0.162
O 0.328 -0.082 -0.056
C 0.029 -0.106 0.499

As for the multiplicity: 1. The HOMO energy comes out at -9.650 eV. The HOMO-LUMO gap is 10.4 eV.

The following is a quantum chemistry calculation of a cluster of 2 separate species, C5H10O2 in total in a non-equilibrium geometry, from OMol25.

Atoms and positions in Å:
O: -1.391082 -1.177219 0.941932
O: -0.537802 -1.248800 -1.138476
C: 1.745402 0.733142 -0.699275
C: -1.873948 0.651687 -0.521441
C: 1.514000 -0.405370 0.248657
C: 1.006585 -0.277527 1.469317
C: -1.178439 -0.658431 -0.313028
H: 2.812441 0.977254 -0.672879
H: 1.190857 1.629421 -0.396229
H: 0.631013 0.677170 1.835356
H: 0.923522 -1.123144 2.142688
H: 1.482599 0.492932 -1.735509
H: 1.824677 -1.389660 -0.100292
H: -2.129343 0.747111 -1.575499
H: -2.070821 -1.808263 0.647514
H: -2.767526 0.730446 0.103601
H: -1.182139 1.449246 -0.236432

Forces on atoms 1 to 3 (eV/Å):
O -0.986 -0.585 -0.543
O -0.726 0.162 0.017
C 0.060 0.100 0.016

As for the multiplicity: 1. The HOMO energy comes out at -9.127 eV. The HOMO-LUMO gap is 9.8 eV.

The following is a quantum chemistry calculation of a structure of composition C5H10O2, from OMol25.

Atoms and positions in Å:
O: -1.778133 -0.096989 1.769827
O: 0.092663 -0.366916 -1.689228
C: 0.412111 -0.685758 0.637607
C: 0.955618 0.672277 -1.290823
C: -0.514954 1.201745 0.691727
C: 0.210776 -1.389096 -0.706172
C: 0.793598 0.756277 0.223916
H: 1.069448 -2.041225 -0.938139
H: 1.143057 -1.122281 1.319041
H: -1.310990 1.304883 -0.038893
H: -2.538514 -0.353012 1.222507
H: 0.661687 1.578426 -1.831416
H: 2.006480 0.439370 -1.527907
H: 1.641495 1.182410 0.763299
H: -0.613650 1.785977 1.597475
H: -0.812523 -0.641305 1.336846
H: -0.702146 -1.990192 -0.774777

Forces on atoms 1 to 3 (eV/Å):
O -0.335 -0.253 -0.066
O -0.008 -0.028 -0.063
C 0.216 -0.118 -0.060

As for the multiplicity: 1. The HOMO energy comes out at -7.929 eV. The HOMO-LUMO gap is 8.1 eV.

The following is a quantum chemistry calculation of a structure of composition C5H10O2, from OMol25.

Atoms and positions in Å:
O: -0.006865 -0.741467 1.182157
O: -1.176847 1.468268 2.426365
C: -0.654250 0.165597 0.473497
C: -0.605347 1.544364 1.144188
C: 0.277112 -0.949184 -1.459779
C: 1.076418 -1.700451 -0.565364
C: 0.071938 0.431401 -1.070269
H: -0.543856 1.037144 -1.747025
H: -1.709996 -0.086132 0.231371
H: 1.461936 -1.465947 -1.829766
H: -0.510457 -1.472869 -2.008257
H: 0.977959 -2.777516 -0.516703
H: 0.996538 0.945939 -0.799573
H: -0.803040 0.651192 2.791842
H: -1.166168 2.290445 0.570207
H: 0.452076 1.858198 1.197825
H: 1.862850 -1.198982 -0.020715

Forces on atoms 1 to 3 (eV/Å):
O 0.183 -0.199 -0.710
O 0.103 -0.204 0.110
C -0.043 0.129 -0.215

As for the multiplicity: 1. The HOMO energy comes out at -8.383 eV. The HOMO-LUMO gap is 8.6 eV.